# 1
{"formula": "C28H69CrF9N6O13S2", "method": "the ωB97M-V functional and the def2-TZVPD basis", "e_lumo_ha": [-0.01596, -0.02004], "spin_multiplicity": 5, "gap_ev": [8.35, 8.24], "energy_ev": -140253.1571, "s2": 6.010, "total_charge": 0, "species": ["Cr", "C", "O", "O", "C", "F", "F", "F", "C", "C", "H", "H", "H", "H", "H", "H", "C", "F", "F", "F", "S", "O", "O", "N", "S", "O", "O", "C", "F", "F", "F", "C", "C", "C", "O", "C", "N", "H", "H", "H", "H", "H", "H", "H", "H", "H", "H", "H", "C", "C", "C", "O", "C", "N", "H", "H", "H", "H", "H", "H", "H", "H", "H", "H", "H", "C", "C", "C", "O", "C", "N", "H", "H", "H", "H", "H", "H", "H", "H", "H", "H", "H", "C", "C", "C", "O", "C", "N", "H", "H", "H", "H", "H", "H", "H", "H", "H", "H", "H", "C", "C", "C", "O", "C", "N", "H", "H", "H", "H", "H", "H", "H", "H", "H", "H", "H", "C", "O", "H", "H", "H", "H", "C", "O", "H", "H", "H", "H"], "positions_angstrom": [[3.956, 0.370, -0.969], [0.830, -0.757, 0.168], [-0.112, 0.067, -0.537], [1.940, -0.089, -0.425], [0.789, -0.852, 1.759], [-0.424, -1.241, 2.174], [1.654, -1.744, 2.127], [1.070, 0.241, 2.458], [-1.312, 0.442, 0.089], [-2.017, 1.449, -0.805], [-3.008, 1.785, -0.502], [-1.412, 2.334, -1.003], [-2.245, 0.932, -1.737], [-1.120, 0.906, 1.056], [-2.014, -0.370, 0.282], [0.668, -1.713, -0.331], [2.583, 3.781, 0.750], [2.160, 4.150, -0.436], [2.519, 4.796, 1.596], [1.790, 2.859, 1.292], [4.421, 3.223, 0.750], [5.022, 3.639, -0.569], [5.101, 3.808, 1.875], [4.296, 1.448, 0.587], [4.559, 1.023, 2.123], [3.899, 1.759, 3.176], [4.167, -0.371, 2.311], [6.488, 0.849, 2.474], [6.763, 1.112, 3.739], [6.912, -0.382, 2.246], [7.111, 1.830, 1.823], [-3.867, -2.741, -0.451], [-4.339, -3.257, 0.938], [-3.449, -2.629, 2.092], [-4.028, -2.938, 3.369], [-3.028, -2.761, 4.472], [-5.761, -3.052, 1.212], [-2.797, -2.867, -0.286], [-4.102, -1.680, -0.531], [-4.292, -3.328, -1.265], [-4.213, -4.336, 1.017], [-3.457, -1.551, 1.927], [-2.408, -2.915, 1.945], [-3.362, -3.287, 5.367], [-2.788, -1.703, 4.569], [-2.053, -3.154, 4.184], [-6.015, -3.498, 2.082], [-6.122, -2.120, 1.360], [6.981, 0.557, -4.049], [5.531, 0.707, -3.466], [4.646, -0.513, -3.768], [3.555, -0.639, -2.892], [2.517, -1.539, -3.296], [5.691, 0.996, -2.059], [7.692, 1.322, -3.738], [7.046, 0.499, -5.136], [7.501, -0.340, -3.713], [5.095, 1.530, -4.032], [5.188, -1.437, -3.565], [4.424, -0.532, -4.835], [2.765, -2.396, -3.923], [1.786, -0.925, -3.822], [2.073, -1.966, -2.397], [6.627, 0.654, -1.894], [5.899, 1.976, -2.190], [1.990, -5.547, 3.074], [0.885, -4.928, 2.224], [0.976, -5.267, 0.751], [-0.219, -4.910, 0.055], [0.114, -4.489, -1.292], [-0.369, -5.507, 2.738], [2.038, -5.108, 4.071], [2.962, -5.272, 2.666], [1.720, -6.602, 3.133], [0.884, -3.838, 2.225], [1.199, -6.326, 0.617], [1.856, -4.756, 0.359], [0.995, -3.873, -1.467], [-0.848, -4.047, -1.552], [0.199, -5.444, -1.812], [-0.727, -4.902, 3.464], [-0.999, -5.434, 1.952], [-3.386, 2.228, 7.082], [-1.887, 2.070, 6.702], [-1.558, 2.151, 5.153], [-2.021, 3.473, 4.631], [-1.842, 3.631, 3.208], [-1.203, 3.148, 7.378], [-3.730, 3.259, 6.998], [-3.645, 1.810, 8.054], [-3.931, 1.643, 6.341], [-1.465, 1.139, 7.079], [-2.155, 1.332, 4.753], [-0.575, 1.825, 4.811], [-2.331, 2.812, 2.680], [-0.763, 3.568, 3.064], [-2.170, 4.596, 2.823], [-1.226, 3.942, 6.753], [-0.245, 2.841, 7.288], [-6.014, 1.747, -4.417], [-4.882, 2.637, -3.781], [-3.697, 2.506, -4.782], [-2.715, 3.530, -4.457], [-1.575, 3.451, -5.326], [-5.270, 3.989, -3.463], [-6.319, 2.272, -5.322], [-6.817, 1.797, -3.681], [-5.751, 0.703, -4.583], [-4.596, 2.209, -2.820], [-4.019, 2.746, -5.796], [-3.269, 1.504, -4.808], [-1.737, 3.893, -6.309], [-1.091, 2.477, -5.258], [-0.692, 3.920, -4.890], [-4.408, 4.447, -3.725], [-5.182, 4.136, -2.468], [1.819, 2.027, -2.577], [3.136, 2.050, -2.170], [1.630, 2.986, -3.058], [1.646, 1.301, -3.371], [1.006, 2.034, -1.850], [3.492, 2.848, -2.569], [-1.199, -0.683, -4.058], [-0.733, -1.605, -4.986], [-0.825, 0.325, -4.237], [-2.282, -0.652, -3.943], [-0.780, -0.918, -3.080], [-1.367, -2.326, -4.985]]}

***

# 2
{"formula": "C28H70Cl10N2O18P4", "method": "the ωB97M-V functional and the def2-TZVPD basis", "smiles": "COP(=O)(OC)OC.COP(=O)(OC)OC.COP(=O)(OC)OC.COP(=O)(OC)OC.CNC(C)=O.CNC(C)=O.ClCCCl.ClCCCl.ClCCCl.ClCCCl.ClCCCl", "e_lumo_ha": 0.00623, "spin_multiplicity": 1, "gap_ev": 9.54, "energy_ev": -232393.3207, "total_charge": 0, "species": ["C", "C", "O", "N", "C", "H", "H", "H", "H", "H", "H", "H", "C", "C", "O", "N", "C", "H", "H", "H", "H", "H", "H", "H", "C", "O", "P", "O", "O", "C", "O", "C", "H", "H", "H", "H", "H", "H", "H", "H", "H", "C", "O", "P", "O", "O", "C", "O", "C", "H", "H", "H", "H", "H", "H", "H", "H", "H", "C", "O", "P", "O", "O", "C", "O", "C", "H", "H", "H", "H", "H", "H", "H", "H", "H", "C", "O", "P", "O", "O", "C", "O", "C", "H", "H", "H", "H", "H", "H", "H", "H", "H", "Cl", "C", "C", "Cl", "H", "H", "H", "H", "Cl", "C", "C", "Cl", "H", "H", "H", "H", "Cl", "C", "C", "Cl", "H", "H", "H", "H", "Cl", "C", "C", "Cl", "H", "H", "H", "H", "Cl", "C", "C", "Cl", "H", "H", "H", "H"], "positions_angstrom": [[-16.401, -16.026, 2.774], [-15.047, -15.948, 3.441], [-14.129, -15.438, 2.813], [-14.830, -16.389, 4.668], [-15.633, -17.251, 5.478], [-17.146, -15.318, 3.139], [-16.872, -17.006, 2.847], [-16.369, -15.793, 1.709], [-13.886, -16.309, 5.019], [-15.828, -18.231, 5.043], [-16.527, -16.691, 5.753], [-15.077, -17.394, 6.404], [-24.357, -5.368, 0.170], [-24.237, -4.934, -1.254], [-23.210, -5.243, -1.868], [-25.277, -4.312, -1.886], [-25.187, -3.787, -3.245], [-23.844, -4.581, 0.722], [-23.917, -6.343, 0.380], [-25.424, -5.468, 0.371], [-26.134, -4.135, -1.382], [-24.402, -3.048, -3.407], [-26.066, -3.251, -3.601], [-25.177, -4.670, -3.884], [-11.971, -12.950, -14.115], [-13.015, -12.315, -13.436], [-14.613, -12.609, -13.727], [-15.084, -14.005, -13.566], [-15.439, -11.591, -12.785], [-16.844, -11.449, -12.932], [-14.792, -12.033, -15.257], [-14.532, -10.659, -15.526], [-11.100, -12.765, -13.486], [-11.911, -12.555, -15.129], [-12.257, -14.002, -14.151], [-17.408, -12.042, -12.211], [-17.237, -11.673, -13.923], [-17.096, -10.393, -12.837], [-14.506, -10.000, -14.658], [-15.352, -10.336, -16.167], [-13.602, -10.473, -16.063], [-19.234, -10.692, -4.061], [-17.979, -11.468, -4.066], [-16.727, -11.045, -5.058], [-17.114, -10.240, -6.254], [-15.979, -12.385, -5.403], [-15.089, -12.366, -6.487], [-15.768, -10.201, -4.033], [-15.171, -10.944, -2.955], [-19.245, -10.122, -3.131], [-20.058, -11.402, -4.126], [-19.380, -10.033, -4.917], [-14.070, -12.476, -6.115], [-15.093, -11.419, -7.026], [-15.162, -13.164, -7.226], [-15.608, -11.900, -2.666], [-15.412, -10.390, -2.048], [-14.082, -10.952, -3.011], [-7.437, -10.536, -7.477], [-7.379, -9.357, -6.690], [-8.415, -9.131, -5.498], [-8.399, -10.073, -4.324], [-9.855, -9.097, -6.288], [-9.994, -8.283, -7.484], [-8.168, -7.604, -5.099], [-8.990, -7.034, -4.124], [-7.808, -10.390, -8.492], [-8.091, -11.277, -7.017], [-6.453, -10.991, -7.591], [-9.038, -7.925, -7.867], [-10.574, -7.376, -7.312], [-10.430, -8.939, -8.236], [-9.496, -7.730, -3.455], [-9.832, -6.680, -4.718], [-8.410, -6.341, -3.515], [-5.314, -7.529, 1.479], [-6.462, -7.004, 2.146], [-7.145, -7.785, 3.346], [-8.377, -7.127, 3.899], [-7.290, -9.299, 2.792], [-8.298, -10.148, 3.189], [-5.964, -7.909, 4.465], [-6.237, -8.668, 5.640], [-4.376, -7.020, 1.698], [-5.463, -7.422, 0.405], [-5.236, -8.593, 1.706], [-7.962, -11.084, 3.635], [-8.889, -10.408, 2.311], [-9.003, -9.696, 3.886], [-7.171, -9.215, 5.510], [-6.176, -7.926, 6.436], [-5.509, -9.456, 5.837], [-29.036, -9.861, -0.466], [-27.662, -10.853, -0.612], [-27.583, -11.465, -2.014], [-27.005, -10.240, -3.190], [-27.850, -11.701, 0.047], [-26.798, -10.282, -0.272], [-28.523, -11.815, -2.440], [-26.936, -12.341, -2.066], [-14.992, -3.673, -2.096], [-15.038, -5.280, -1.412], [-16.474, -5.633, -0.919], [-17.013, -4.438, 0.311], [-14.243, -5.407, -0.678], [-14.636, -5.893, -2.219], [-16.539, -6.565, -0.357], [-17.241, -5.659, -1.693], [-18.747, -17.539, -9.853], [-20.243, -16.502, -9.785], [-20.283, -15.710, -8.472], [-21.741, -14.658, -8.439], [-21.058, -17.223, -9.853], [-20.193, -15.899, -10.691], [-19.440, -15.021, -8.417], [-20.333, -16.234, -7.518], [-16.599, -9.710, 3.939], [-15.140, -9.463, 4.926], [-14.507, -8.058, 4.773], [-15.561, -6.820, 5.566], [-14.396, -10.198, 4.617], [-15.422, -9.661, 5.960], [-14.310, -7.766, 3.741], [-13.604, -8.046, 5.383], [-17.254, -3.408, -8.450], [-17.895, -4.936, -7.823], [-19.128, -4.602, -7.034], [-20.420, -3.656, -7.964], [-17.131, -5.498, -7.285], [-18.187, -5.604, -8.634], [-18.882, -4.106, -6.095], [-19.634, -5.528, -6.761]]}

***

# 3
{"formula": "C28H73Br3N9O12P3", "method": "the ωB97M-V functional and the def2-TZVPD basis", "e_lumo_ha": -0.01715, "spin_multiplicity": 1, "gap_ev": 7.71, "energy_ev": -306192.2578, "total_charge": 0, "species": ["C", "Br", "Br", "Br", "H", "O", "P", "N", "C", "C", "N", "C", "C", "N", "C", "C", "H", "H", "H", "H", "H", "H", "H", "H", "H", "H", "H", "H", "H", "H", "H", "H", "H", "H", "O", "P", "N", "C", "C", "N", "C", "C", "N", "C", "C", "H", "H", "H", "H", "H", "H", "H", "H", "H", "H", "H", "H", "H", "H", "H", "H", "H", "H", "O", "P", "N", "C", "C", "N", "C", "C", "N", "C", "C", "H", "H", "H", "H", "H", "H", "H", "H", "H", "H", "H", "H", "H", "H", "H", "H", "H", "H", "C", "O", "C", "O", "O", "C", "H", "H", "H", "H", "H", "H", "C", "O", "C", "O", "O", "C", "H", "H", "H", "H", "H", "H", "C", "O", "C", "O", "O", "C", "H", "H", "H", "H", "H", "H"], "positions_angstrom": [[3.064, -3.016, 3.207], [3.831, -2.817, 4.964], [2.383, -4.904, 3.260], [4.281, -2.747, 1.585], [2.245, -2.324, 3.009], [1.875, 3.339, -4.253], [2.297, 3.367, -5.700], [1.487, 2.243, -6.668], [1.865, 1.858, -8.022], [0.421, 1.463, -6.171], [3.926, 2.794, -6.020], [4.408, 1.719, -5.149], [4.757, 3.060, -7.183], [2.081, 4.808, -6.564], [0.760, 5.209, -7.094], [2.849, 5.975, -6.046], [2.262, 2.687, -8.607], [1.065, 1.548, -8.693], [2.739, 1.207, -8.069], [-0.289, 1.156, -6.940], [-0.079, 1.888, -5.301], [0.879, 0.541, -5.814], [3.759, 1.159, -4.476], [4.792, 0.876, -5.723], [5.272, 2.079, -4.590], [5.781, 2.703, -7.077], [4.422, 2.568, -8.097], [4.861, 4.140, -7.286], [0.362, 4.528, -7.846], [-0.066, 5.258, -6.384], [0.955, 6.019, -7.796], [3.031, 6.699, -6.840], [3.865, 5.768, -5.710], [2.227, 6.312, -5.217], [-3.475, 9.658, -3.581], [-2.850, 10.415, -2.422], [-2.614, 9.374, -1.126], [-3.638, 8.411, -0.734], [-1.233, 9.111, -0.633], [-3.762, 11.639, -1.799], [-3.493, 12.200, -0.472], [-4.160, 12.627, -2.777], [-1.418, 11.155, -2.752], [-1.125, 11.547, -4.159], [-0.703, 12.022, -1.742], [-3.224, 7.839, 0.096], [-3.901, 7.668, -1.487], [-4.521, 8.975, -0.433], [-1.238, 9.467, 0.397], [-0.503, 9.655, -1.233], [-1.064, 8.056, -0.852], [-3.165, 11.489, 0.286], [-2.661, 12.898, -0.570], [-4.415, 12.629, -0.080], [-3.933, 12.408, -3.821], [-5.217, 12.876, -2.682], [-3.667, 13.561, -2.505], [-0.081, 11.696, -4.434], [-1.403, 10.766, -4.867], [-1.647, 12.393, -4.607], [-0.855, 11.596, -0.750], [-1.019, 13.053, -1.899], [0.317, 12.016, -2.125], [-2.530, -9.537, 7.150], [-2.838, -10.932, 6.772], [-3.053, -11.922, 8.151], [-3.751, -13.216, 8.157], [-2.600, -11.497, 9.507], [-1.578, -11.570, 5.873], [-1.369, -11.262, 4.445], [-0.660, -12.324, 6.563], [-4.280, -11.274, 5.823], [-4.419, -12.581, 5.099], [-5.538, -10.570, 6.136], [-3.285, -13.848, 7.401], [-4.809, -13.166, 7.902], [-3.471, -13.905, 8.954], [-2.043, -12.315, 9.963], [-3.400, -11.377, 10.238], [-1.849, -10.711, 9.424], [-1.782, -11.953, 3.710], [-1.961, -10.411, 4.109], [-0.335, -10.965, 4.270], [-0.359, -11.719, 7.418], [-1.019, -13.271, 6.964], [0.215, -12.508, 5.939], [-4.438, -13.467, 5.732], [-5.322, -12.592, 4.488], [-3.649, -12.615, 4.328], [-6.274, -10.732, 5.349], [-5.332, -9.501, 6.087], [-5.960, -10.999, 7.045], [5.149, 3.331, 1.920], [6.594, 3.275, 1.812], [7.240, 3.881, 2.871], [6.851, 4.413, 3.906], [8.505, 3.908, 2.555], [9.449, 4.472, 3.460], [4.686, 3.954, 2.685], [4.745, 2.333, 2.090], [4.832, 3.696, 0.943], [9.339, 4.295, 4.530], [9.363, 5.558, 3.465], [10.477, 4.175, 3.251], [2.467, -8.563, -2.952], [1.091, -8.574, -3.358], [0.240, -7.531, -3.376], [-0.919, -7.634, -3.796], [0.698, -6.426, -2.714], [-0.277, -5.432, -2.375], [2.709, -7.707, -2.323], [2.866, -8.579, -3.967], [2.534, -9.529, -2.452], [-0.641, -4.977, -3.297], [0.246, -4.717, -1.740], [-1.111, -5.824, -1.792], [-2.486, -2.721, 4.615], [-2.144, -1.415, 4.128], [-2.276, -1.036, 2.807], [-2.678, -1.919, 1.997], [-1.789, 0.151, 2.655], [-1.925, 0.572, 1.326], [-3.430, -3.135, 4.261], [-2.642, -2.742, 5.694], [-1.767, -3.504, 4.374], [-2.013, 1.653, 1.431], [-2.864, 0.417, 0.795], [-1.133, 0.259, 0.646]]}